(1)
ORCA calculation (ωB97M-V/def2-TZVPD) on C34H54F6N2O2PTi as an isolated structure at a distorted geometry.

ΔE to the lowest compared entry with this formula, charge and spin	0.755	eV
spin multiplicity	4
net charge	0
HOMO level (spin up / spin down)	-4.96 / -7.13	eV
<S²>	3.778

```
100
Properties=species:S:1:pos:R:3:forces:R:3:lowdin_spin:R:1
Ti 0.189920 0.256474 0.417986 -1.0 -1.3 1.8 1.662
C 2.979797 -0.857289 1.331057 0.1 -0.1 0.0 0.007
N 1.606342 -1.325339 1.064185 0.5 -0.6 0.2 0.024
C 1.064200 -1.890246 2.317316 0.1 -0.2 0.1 0.009
C 1.660624 -2.373026 0.015881 -0.1 0.0 -0.2 0.009
C 1.185703 -1.839903 -1.328776 0.0 -0.2 0.0 0.010
N -0.150660 -1.239667 -1.215007 0.2 -0.4 -0.8 0.016
C -0.563296 -0.635774 -2.491820 0.0 -0.1 0.1 0.027
C 0.280737 0.469432 -3.059787 -0.2 -0.2 -0.1 0.153
C 0.219181 0.694217 -4.402124 0.0 -0.1 0.2 0.012
C 0.917697 1.750373 -5.017467 0.1 0.1 0.1 0.250
C 1.742078 2.557684 -4.203931 0.0 0.0 0.0 0.015
C 1.877600 2.389901 -2.853853 0.2 0.2 0.0 0.156
C 1.088153 1.331012 -2.208384 0.3 -0.1 0.0 0.186
O 1.133042 1.099696 -0.976347 1.6 1.9 -2.9 0.236
C 2.828742 3.262801 -2.044182 0.0 0.0 0.1 0.015
C 2.022623 4.107371 -1.042899 0.0 -0.1 -0.1 0.010
C 3.840979 2.373267 -1.293616 -0.1 0.0 -0.1 0.009
C 3.627602 4.216550 -2.936146 -0.1 -0.1 0.0 -0.001
C 0.763578 1.983905 -6.504789 0.0 0.0 -0.2 0.030
C 1.601450 3.160928 -7.012483 -0.1 -0.1 0.1 0.000
C 1.184502 0.719467 -7.272988 0.0 0.0 0.1 0.016
C -0.717783 2.285903 -6.799891 0.1 0.0 0.1 0.017
C -1.150452 -2.297118 -0.912653 -0.2 0.1 0.1 0.005
C -2.541742 -1.763846 -0.759194 0.2 0.6 0.5 0.006
C -3.606754 -2.268760 -1.485810 -0.1 -0.2 -0.1 0.000
C -4.897844 -1.830570 -1.257477 0.0 0.1 0.1 0.005
C -5.067914 -0.865770 -0.256784 0.0 -0.1 -0.3 0.001
C -4.040563 -0.290139 0.466140 0.6 0.1 0.1 0.003
C -2.697826 -0.735085 0.205073 -0.6 -0.7 -0.3 0.008
O -1.624303 -0.312746 0.827462 -1.5 0.1 0.4 0.034
C -4.337907 0.804577 1.493809 0.0 0.0 0.0 0.000
C -3.776654 0.398165 2.865956 0.0 0.1 -0.1 0.000
C -5.837795 1.061387 1.649886 0.0 0.0 0.1 0.000
C -3.711047 2.122146 1.012727 -0.1 -0.1 0.1 0.000
C -6.109390 -2.319985 -2.043885 -0.1 0.0 0.0 0.001
C -7.141104 -2.940024 -1.087833 0.1 0.0 -0.1 0.000
C -5.734287 -3.374082 -3.086601 0.0 0.0 0.1 0.000
C -6.749023 -1.130298 -2.780190 0.0 -0.1 0.0 0.000
H 3.620292 -1.698782 1.624729 0.0 0.0 0.0 0.001
H 3.395504 -0.391199 0.437441 0.0 0.0 0.0 0.001
H 2.983442 -0.133021 2.138949 -0.1 0.1 0.0 0.000
H 1.601207 -2.803944 2.602882 0.0 0.0 0.0 0.001
H 1.177087 -1.167561 3.120935 0.0 0.1 0.0 0.000
H 0.002838 -2.109222 2.202993 0.0 0.0 0.0 0.001
H 2.681880 -2.746223 -0.102621 0.0 0.0 0.1 0.001
H 1.048082 -3.219983 0.319423 0.0 0.0 0.0 0.000
H 1.878202 -1.071006 -1.670459 0.1 -0.1 -0.1 0.003
H 1.185271 -2.658087 -2.065843 0.0 0.0 0.0 0.001
H -0.634204 -1.426802 -3.255149 0.0 0.0 0.0 0.004
H -1.578284 -0.257928 -2.337712 0.0 0.0 0.0 0.009
H -0.390438 0.027016 -5.000790 0.0 0.0 0.0 -0.003
H 2.305242 3.344131 -4.679874 0.0 0.0 0.0 -0.003
H 1.376895 3.485304 -0.435823 0.0 0.0 0.1 0.000
H 2.699416 4.647289 -0.379474 0.0 0.0 0.0 0.001
H 1.405222 4.836879 -1.571885 0.0 0.0 0.0 0.000
H 3.348698 1.786062 -0.525601 0.0 0.0 0.1 0.000
H 4.349308 1.697956 -1.987613 0.0 0.0 0.0 0.000
H 4.590961 3.002671 -0.812935 0.0 0.0 0.0 0.001
H 2.973003 4.908163 -3.469988 0.0 0.0 0.0 0.000
H 4.291840 4.811210 -2.309374 0.0 0.0 0.0 0.000
H 4.238119 3.669677 -3.658505 0.0 0.1 0.0 0.000
H 2.668401 2.998832 -6.849036 0.0 0.0 0.0 0.000
H 1.442214 3.273589 -8.084904 0.0 0.0 0.0 0.000
H 1.305931 4.094241 -6.530176 0.0 0.0 0.0 0.000
H 2.227236 0.470631 -7.067858 0.0 0.0 0.0 0.000
H 0.566947 -0.137739 -7.002763 0.0 0.0 0.0 0.000
H 1.076022 0.886926 -8.345399 0.0 0.0 0.0 0.002
H -1.042096 3.170299 -6.248823 0.0 0.0 0.0 0.001
H -0.854745 2.471792 -7.866011 0.0 0.0 0.0 0.003
H -1.359914 1.452085 -6.514307 0.0 0.0 0.0 0.000
H -1.121431 -3.057241 -1.707152 0.0 0.0 0.0 0.000
H -0.859361 -2.768867 0.025677 0.0 0.0 0.0 0.001
H -3.409260 -3.038159 -2.225705 0.0 0.0 0.0 0.000
H -6.076166 -0.532454 -0.049239 0.0 0.0 -0.1 0.000
H -4.275571 -0.508304 3.217626 0.0 0.0 0.0 0.000
H -2.707637 0.211345 2.806877 0.0 0.0 0.0 0.000
H -3.947977 1.195506 3.593275 0.0 0.0 0.0 0.000
H -6.366745 0.178018 2.015176 0.0 0.0 0.0 0.000
H -5.981682 1.866935 2.372378 0.0 0.0 0.0 0.000
H -6.286079 1.379529 0.706110 0.0 0.0 0.1 0.000
H -2.672135 1.977636 0.766796 0.4 0.0 0.0 0.000
H -4.232314 2.480740 0.120883 0.0 0.0 0.0 0.000
H -3.776501 2.888001 1.788846 0.0 0.0 0.0 0.000
H -6.692818 -3.765330 -0.532145 0.0 0.0 0.0 0.000
H -7.509773 -2.205965 -0.371348 0.0 0.0 0.0 0.000
H -7.996523 -3.323473 -1.649932 0.0 0.0 0.0 0.000
H -5.291786 -4.255690 -2.618167 0.0 0.0 0.0 0.000
H -6.630915 -3.693624 -3.620964 0.0 0.0 0.0 0.000
H -5.031062 -2.974876 -3.820649 0.0 0.0 0.0 0.000
H -7.097888 -0.371852 -2.079185 0.0 0.0 0.0 0.000
H -6.022581 -0.663933 -3.448564 0.0 0.0 0.0 0.000
H -7.604769 -1.464702 -3.372890 0.0 0.0 0.0 0.000
F -0.050360 0.823127 2.501308 0.1 0.5 0.2 0.014
P 0.551330 2.378685 2.365095 0.0 0.3 1.0 0.001
F 1.395585 2.126737 3.696418 -0.1 0.1 -0.1 0.000
F 1.166592 3.821640 2.153759 0.0 0.0 -0.1 0.000
F 1.771175 1.701696 1.478671 -0.1 0.1 0.0 0.008
F -0.701926 2.926444 3.158832 0.0 0.0 -0.1 0.001
F -0.281256 2.492523 0.939243 -0.1 0.0 0.2 0.017
```
Positions in Å, forces in eV/Å.

(2)
ORCA calculation (ωB97M-V/def2-TZVPD) on a 2-piece molecular cluster, C9H14O overall at a distorted geometry.

ΔE to the lowest compared entry with this formula, charge and spin	1.873	eV
net charge	0
structure (SMILES)	Cc1ccc(O)cc1.CC
HOMO level	-8.64	eV

```
24
Properties=species:S:1:pos:R:3:forces:R:3:nbo_charge:R:1
C 2.538508 -1.704143 0.104489 2.2 -0.1 0.5 -0.647
C 1.197031 -1.196007 -0.253976 -0.6 0.7 -1.4 -0.042
C 1.054487 0.175125 -0.446460 -0.8 1.6 -0.2 -0.202
C -0.103125 0.767087 -0.968940 -0.6 -2.8 1.1 -0.230
C -1.238678 -0.077733 -1.101172 1.2 2.1 -1.4 0.270
O -2.281389 0.525196 -1.794878 -0.3 -1.2 -0.5 -0.714
C -1.116244 -1.446154 -0.988328 0.1 -0.5 -0.9 -0.266
C 0.113562 -1.982795 -0.681748 1.7 -0.4 1.5 -0.187
H 2.588375 -2.734865 0.464835 -0.3 0.3 0.4 0.220
H 3.097665 -0.999056 0.759300 -0.9 -0.6 0.5 0.224
H 3.342577 -1.700132 -0.650882 -0.9 -0.1 -0.9 0.226
H 1.815743 0.911285 -0.225784 0.6 -0.4 0.1 0.207
H -0.176400 1.784753 -1.290213 0.1 0.4 0.1 0.221
H -2.863108 1.059254 -1.273624 -0.3 0.3 0.8 0.483
H -1.814569 -2.144184 -1.429458 -0.6 0.3 0.3 0.229
H 0.330599 -3.052918 -0.705804 -0.6 0.1 -0.1 0.208
C 0.430576 1.649033 2.932293 -0.2 -1.4 -2.3 -0.648
C -0.652392 2.329245 2.073803 -1.8 1.2 1.1 -0.636
H 0.762046 0.681625 2.513205 0.5 0.7 -1.0 0.215
H 1.240143 2.372792 2.921738 0.4 -0.6 1.3 0.224
H 0.018471 1.110291 3.788466 0.1 1.6 0.9 0.226
H -0.553651 3.414421 1.900690 0.8 -0.2 0.6 0.202
H -0.986719 2.079216 1.074963 0.4 -1.3 0.0 0.215
H -1.539040 2.312835 2.726044 -0.2 0.0 -0.6 0.203
```
Positions in Å, forces in eV/Å.

(3)
ORCA calculation (ωB97M-V/def2-TZVPD) on C19H23F3N2ORuS as an isolated structure.

ΔE to the lowest compared entry with this formula, charge and spin	0.940	eV
spin multiplicity	2
net charge	+1
HOMO level (spin up / spin down)	-11.26 / -11.18	eV
<S²>	0.757

```
50
Properties=species:S:1:pos:R:3:forces:R:3:lowdin_spin:R:1
Ru -0.293897 -0.351932 -0.081573 0.3 0.5 -0.6 0.825
C 2.461040 -1.528739 -1.211118 0.1 -0.1 0.1 0.005
C 3.231032 -0.827435 -0.084170 0.0 0.0 0.0 0.001
C 4.392217 -1.697967 0.385986 0.0 0.0 0.0 0.000
C 2.286182 -0.422104 1.027834 0.1 0.1 0.2 0.009
C 1.636605 0.834430 0.956219 0.0 -0.5 -0.1 -0.005
C 0.729064 1.217803 1.943158 0.1 -0.1 0.2 0.002
C 0.445824 0.380143 3.032280 0.1 0.1 0.0 0.003
C -0.530847 0.825491 4.082142 0.0 0.0 0.0 -0.001
C 1.137328 -0.817199 3.123927 0.0 0.0 0.0 0.030
C 2.043593 -1.213024 2.141705 0.0 -0.1 0.0 0.005
H 3.052457 -1.575947 -2.126173 0.0 0.0 0.0 0.001
H 1.528647 -0.999833 -1.462064 0.0 0.1 -0.1 0.002
H 2.202673 -2.550567 -0.925714 0.0 0.0 0.0 0.000
H 3.653391 0.097117 -0.489565 0.0 0.0 0.0 0.000
H 4.048870 -2.673980 0.732967 0.0 0.0 0.0 0.000
H 4.949332 -1.222587 1.192834 0.0 0.0 0.0 0.000
H 5.080293 -1.876839 -0.440505 0.0 0.0 0.0 0.000
H 1.949937 1.540494 0.196285 -0.1 0.0 0.0 0.000
H 0.293553 2.207366 1.909539 -0.1 0.0 -0.1 0.000
H -1.499039 1.066014 3.638702 0.0 0.0 0.0 0.000
H -0.174763 1.727122 4.582890 0.0 0.0 0.0 0.000
H -0.679228 0.056789 4.838350 0.0 0.0 0.0 0.000
H 0.966522 -1.463465 3.976818 0.0 0.0 0.0 0.001
H 2.555545 -2.159900 2.251564 0.0 0.0 0.0 0.000
F -4.310272 2.681201 -1.240989 0.0 0.0 0.0 -0.001
C -3.304741 3.570508 -1.288115 0.0 0.0 0.0 -0.001
F -3.690517 4.575745 -2.079589 0.0 0.0 0.0 0.000
F -3.148144 4.060163 -0.049278 0.0 0.0 0.0 -0.001
C -2.037293 2.929330 -1.786791 0.0 0.0 0.0 0.001
C -1.431468 3.338245 -2.960592 -0.1 0.0 0.0 0.006
C -0.277002 2.707053 -3.407199 0.1 -0.1 0.0 0.000
C 0.237284 1.671708 -2.655038 0.0 0.0 -0.1 0.005
N -0.335381 1.282254 -1.515960 -0.2 0.1 0.2 0.024
C -1.455347 1.884012 -1.071709 0.1 0.0 0.1 0.010
S -1.967926 1.158084 0.433392 -0.2 0.0 0.0 -0.022
H -1.868627 4.148085 -3.528748 0.0 0.0 0.0 0.000
H 0.210557 3.013380 -4.320320 0.0 0.0 0.0 0.000
H 1.130174 1.136935 -2.954048 0.0 0.0 0.0 0.000
N -3.535079 -2.355983 -1.649944 0.0 0.0 0.0 -0.001
C -2.465243 -1.979908 -0.969805 0.1 0.0 0.1 0.002
O -1.771276 -1.013954 -1.369885 0.1 -0.2 -0.1 -0.002
C -2.028918 -2.660998 0.286967 0.0 0.0 -0.1 0.011
C -0.544008 -2.337573 0.411485 -0.1 0.1 0.2 0.068
H -3.814747 -1.835971 -2.466824 0.0 0.0 0.0 0.000
H -4.093643 -3.136003 -1.350724 0.0 0.0 0.0 0.000
H -2.268751 -3.727434 0.280711 0.0 0.0 0.0 0.002
H -2.593979 -2.203598 1.105178 0.0 0.0 0.0 0.001
H 0.010175 -2.823182 -0.402812 0.0 0.0 0.1 0.002
H -0.112161 -2.653347 1.358316 -0.1 0.1 0.1 0.017
```
Positions in Å, forces in eV/Å.

Which value of net charge does entry 2 give? 0

Number 2 is which compound? C9H14O

Which of these has the highest ΔE to the lowest compared entry with this formula, charge and spin? C9H14O

What is the formula in the second record? C9H14O